(1)
ORCA calculation (ωB97M-V/def2-TZVPD) on C4H10N4 as an isolated structure in a non-equilibrium geometry.

The geometry in ORCA input format:
```
! wB97M-V def2-TZVPD RIJCOSX def2/J DEFGRID3
* xyz 0 1
C 1.296 1.980 0.220
C -0.419 0.199 0.067
C -2.544 -1.097 -0.073
C 2.323 -1.767 -0.073
H 1.210 2.998 0.632
H 1.782 1.136 0.930
H 1.866 2.202 -0.698
H -0.490 1.948 -1.056
H -2.342 0.951 0.458
H -1.872 -1.748 -0.748
H -3.577 -0.877 -0.420
H -2.609 -1.595 0.894
H 3.326 -1.651 -0.949
H 2.127 -2.654 0.921
N 0.020 1.446 -0.190
N -1.888 0.239 -0.056
N 0.236 -0.910 0.413
N 1.556 -0.801 -0.272
*
```

Calculated values
Lowest unoccupied orbital energy   0.93 eV
Energy relative to the best compared isomer or geometry (same formula, charge and spin)   4.644 eV
HOMO energy   -0.3131 hartree

(2)
ORCA calculation (ωB97M-V/def2-TZVPD) on a 3-piece molecular cluster, C5H16O2S overall.

The geometry in ORCA input format:
```
! wB97M-V def2-TZVPD RIJCOSX def2/J DEFGRID3
* xyz 0 1
C -0.559 0.955 2.664
C -1.066 0.623 1.260
C -0.608 -0.750 0.757
C 0.906 -0.965 0.828
S 1.916 0.243 -0.088
C 2.691 -0.847 -1.321
H -0.734 0.116 3.329
H 0.506 1.203 2.678
H -1.080 1.825 3.059
H -0.747 1.390 0.555
H -2.159 0.622 1.270
H -0.961 -0.884 -0.265
H -1.040 -1.522 1.402
H 1.255 -0.962 1.856
H 1.144 -1.951 0.443
H 3.273 -1.613 -0.810
H 3.374 -0.223 -1.890
H 1.931 -1.291 -1.951
O -0.314 1.231 -2.352
H 0.332 0.933 -1.676
H -0.331 2.205 -2.284
O -2.722 -0.241 -2.149
H -3.100 -0.367 -3.026
H -1.910 0.269 -2.291
*
```

Calculated values
SMILES   CCCCSC.O.O
Lowest unoccupied orbital energy   0.69 eV
Energy relative to the best compared isomer or geometry (same formula, charge and spin)   0.000 eV
HOMO energy   -0.3300 hartree

(3)
ORCA calculation (ωB97M-V/def2-TZVPD) on C17H28ClN5O7STi as an isolated structure in a non-equilibrium geometry.

The geometry in ORCA input format:
```
! wB97M-V def2-TZVPD RIJCOSX def2/J DEFGRID3
* xyz -2 1
Ti 0.478 0.883 -0.452
C -2.625 -4.492 0.941
C -3.056 -3.054 1.216
N -2.166 -2.339 2.115
C -0.937 -1.858 1.629
S 0.277 -1.591 2.838
N -0.874 -1.667 0.360
N 0.306 -1.104 -0.138
C 1.193 -1.949 -0.683
C 0.980 -3.427 -0.627
C 2.268 -1.332 -1.321
C 3.394 -1.983 -1.871
C 4.401 -1.268 -2.426
C 4.318 0.146 -2.466
C 3.212 0.738 -1.928
N 2.212 0.059 -1.339
H -3.281 -4.969 0.205
H -2.647 -5.093 1.857
H -1.605 -4.500 0.548
H -4.066 -3.033 1.637
H -3.084 -2.501 0.280
H -2.008 -2.781 3.003
H 0.763 -3.739 0.397
H 1.864 -3.968 -0.971
H 0.129 -3.719 -1.252
H 3.442 -3.064 -1.843
H 5.262 -1.779 -2.842
H 5.082 0.749 -2.936
H 3.076 1.811 -1.963
O 0.639 1.719 -4.008
Cl -0.667 1.440 -3.493
O -1.479 0.818 -4.509
O -0.543 0.484 -2.385
O -1.294 2.635 -3.017
N 1.671 0.962 1.441
C 1.993 2.259 2.039
C 2.766 3.129 1.057
C 1.877 3.651 -0.080
O 1.843 4.863 -0.272
O 1.238 2.752 -0.741
H 1.130 0.361 2.055
H 2.514 0.435 1.247
H 2.574 2.144 2.959
H 1.051 2.740 2.307
H 3.574 2.533 0.619
H 3.215 3.978 1.563
C -2.600 3.122 0.491
C -2.376 1.628 0.737
C -2.681 1.261 2.189
C -3.237 0.799 -0.221
O -1.020 1.351 0.486
H -3.660 3.383 0.573
H -2.244 3.371 -0.509
H -2.036 3.713 1.221
H -3.690 1.580 2.474
H -1.958 1.756 2.845
H -2.594 0.182 2.329
H -4.297 0.850 0.052
H -2.903 -0.238 -0.180
H -3.112 1.167 -1.240
*
```

Calculated values
Lowest unoccupied orbital energy (spin up / spin down)   4.79 / 4.79 eV
Energy relative to the best compared isomer or geometry (same formula, charge and spin)   0.746 eV
HOMO energy (spin up / spin down)   0.0061 / 0.0060 hartree

(4)
ORCA calculation (ωB97M-V/def2-TZVPD) on C16H23N6ScSe as an isolated structure.

The geometry in ORCA input format:
```
! wB97M-V def2-TZVPD RIJCOSX def2/J DEFGRID3
* xyz 2 1
Sc -0.438 -0.386 -0.147
C 1.476 -1.016 3.869
C 1.131 -0.847 2.428
N -0.018 -0.466 2.004
C -1.130 -0.106 2.895
C -2.460 -0.396 2.202
N -2.499 -0.001 0.758
C -2.986 1.369 0.427
C -1.864 2.391 0.421
N -0.701 1.908 -0.377
C -0.637 2.320 -1.822
C -0.207 1.149 -2.733
N 0.658 0.288 -1.933
C 1.844 -0.116 -2.167
C 2.572 0.027 -3.459
C 2.486 -0.767 -0.954
C 3.760 -1.298 -0.878
C 4.219 -1.729 0.363
C 3.422 -1.602 1.495
C 2.149 -1.083 1.336
N 1.720 -0.694 0.138
H 1.222 -0.109 4.420
H 2.527 -1.232 4.027
H 0.891 -1.835 4.297
H -1.029 0.954 3.147
H -1.102 -0.661 3.832
H -3.274 0.079 2.751
H -2.635 -1.471 2.219
H -3.136 -0.656 0.315
H -3.775 1.684 1.112
H -3.436 1.309 -0.566
H -1.501 2.571 1.434
H -2.234 3.347 0.048
H 0.133 2.281 0.065
H 0.072 3.142 -1.911
H -1.608 2.702 -2.134
H 0.249 1.522 -3.648
H -1.080 0.561 -3.034
H 2.209 -0.740 -4.149
H 3.646 -0.092 -3.349
H 2.377 0.997 -3.915
H 4.390 -1.379 -1.752
H 5.211 -2.153 0.451
H 3.789 -1.919 2.460
Se 0.447 -4.869 0.165
C -0.292 -3.377 -0.289
N -0.751 -2.307 -0.564
*
```

Calculated values
Lowest unoccupied orbital energy   -7.29 eV
HOMO energy   -0.5031 hartree

(5)
ORCA calculation (ωB97M-V/def2-TZVPD) on C41H35ClGdN2Si2 as an isolated structure in a non-equilibrium geometry.

The geometry in ORCA input format:
```
! wB97M-V def2-TZVPD RIJCOSX def2/J DEFGRID3
* xyz 1 8
C -1.134 -0.759 1.360
C -1.796 -0.099 0.273
C -1.713 -0.955 -0.875
H -2.323 0.849 0.326
C -0.992 -2.133 -0.497
C -0.632 -2.009 0.881
H -0.106 -2.757 1.472
H -1.087 -0.403 2.388
H -2.171 -0.776 -1.847
H -0.796 -2.983 -1.146
Gd 0.656 -0.191 -0.354
Si -0.016 0.156 -7.353
C 0.544 1.705 -8.266
C 1.885 1.984 -8.627
H 2.681 1.282 -8.348
C 2.183 3.143 -9.342
H 3.214 3.348 -9.640
C 1.160 4.036 -9.687
H 1.392 4.936 -10.265
C -0.156 3.791 -9.293
H -0.954 4.488 -9.551
C -0.461 2.639 -8.564
H -1.484 2.438 -8.229
C 0.817 -1.307 -8.162
C 0.473 -1.494 -9.509
H -0.207 -0.785 -9.991
C 0.989 -2.578 -10.232
H 0.690 -2.710 -11.273
C 1.864 -3.470 -9.613
H 2.253 -4.320 -10.171
C 2.241 -3.281 -8.275
H 2.927 -3.978 -7.796
C 1.731 -2.202 -7.552
H 2.038 -2.045 -6.511
H -1.496 0.005 -7.377
Si 0.908 0.419 -5.179
C 0.011 -1.128 -4.530
C -1.371 -1.293 -4.769
H -1.982 -0.467 -5.143
C -1.974 -2.545 -4.623
H -3.020 -2.670 -4.891
C -1.226 -3.637 -4.182
H -1.683 -4.626 -4.126
C 0.106 -3.446 -3.824
H 0.686 -4.293 -3.464
C 0.718 -2.193 -3.960
H 1.755 -2.057 -3.649
C -0.162 1.875 -4.617
C -1.313 1.747 -3.826
H -1.508 0.828 -3.270
C -2.262 2.777 -3.785
H -3.214 2.624 -3.265
C -2.017 3.993 -4.428
H -2.773 4.780 -4.430
C -0.788 4.186 -5.068
H -0.583 5.140 -5.547
C 0.150 3.153 -5.125
H 1.112 3.319 -5.622
H 2.254 0.497 -4.619
Cl 2.055 0.929 -2.114
C 3.762 -2.151 2.561
C 2.914 -1.867 1.486
N 2.265 -0.685 1.379
C 2.412 0.266 2.350
C 3.240 0.026 3.485
C 3.923 -1.203 3.564
C 3.298 1.038 4.494
C 2.586 2.211 4.393
C 1.749 2.494 3.269
C 0.979 3.669 3.143
C 0.163 3.840 2.031
C 0.115 2.836 1.056
N 0.838 1.698 1.162
C 1.663 1.513 2.238
H 4.269 -3.109 2.590
H 2.749 -2.582 0.678
H 4.564 -1.392 4.424
H 3.923 0.847 5.365
H 2.639 2.959 5.187
H 1.028 4.423 3.928
H -0.449 4.729 1.900
H -0.506 2.933 0.162
*
```

Calculated values
Expectation value of S²   15.879
Lowest unoccupied orbital energy (spin up / spin down)   -4.42 / -3.98 eV
Energy relative to the best compared isomer or geometry (same formula, charge and spin)   0.000 eV
HOMO energy (spin up / spin down)   -0.3630 / -0.3630 hartree

(6)
ORCA calculation (ωB97M-V/def2-TZVPD) on C5H8S2 as an isolated structure in a non-equilibrium geometry.

The geometry in ORCA input format:
```
! wB97M-V def2-TZVPD RIJCOSX def2/J DEFGRID3
* xyz 0 1
C -0.652 -0.029 -0.213
C 0.200 -1.358 -0.101
C 1.272 0.907 0.043
C 0.177 0.728 1.080
C 0.097 0.949 -1.136
H -2.242 -2.030 0.225
H 0.289 -1.780 0.958
H -0.206 -2.361 -0.899
H 2.057 1.627 0.111
H 0.171 0.032 1.943
H -0.238 1.813 1.314
H 0.179 0.685 -2.258
H -0.606 1.861 -0.877
S -2.354 -0.269 -0.057
S 1.855 -0.775 -0.131
*
```

Calculated values
Lowest unoccupied orbital energy   -0.21 eV
Energy relative to the best compared isomer or geometry (same formula, charge and spin)   4.685 eV
HOMO energy   -0.3051 hartree

(7)
ORCA calculation (ωB97M-V/def2-TZVPD) on an isolated molecule of C7H12NO3P in a non-equilibrium geometry.

The geometry in ORCA input format:
```
! wB97M-V def2-TZVPD RIJCOSX def2/J DEFGRID3
* xyz 0 1
C 0.983 3.310 2.585
C 0.090 2.422 2.332
C -0.770 1.309 2.007
N -1.681 0.600 1.411
C -1.375 -0.624 0.607
C -1.933 -1.926 0.965
P 0.287 -0.737 -0.281
O 1.334 -0.485 0.697
O 0.739 -2.062 -1.147
C 0.342 -2.221 -2.492
O 0.474 0.366 -1.489
C 1.329 1.425 -1.252
H 1.969 3.341 2.748
H 0.514 4.314 2.596
H -2.027 -0.293 -0.257
H -1.601 -2.388 2.009
H -3.030 -2.038 0.874
H -1.373 -2.586 0.204
H 0.777 -3.155 -2.898
H 0.850 -1.330 -3.054
H -0.782 -2.193 -2.602
H 0.995 1.969 -0.265
H 1.438 1.974 -2.260
H 2.452 1.009 -1.039
*
```

Calculated values
SMILES   C=C=C=N[C@H](C)P(=O)(OC)OC
Lowest unoccupied orbital energy   -0.30 eV
Energy relative to the best compared isomer or geometry (same formula, charge and spin)   5.015 eV
HOMO energy   -0.3054 hartree

(8)
ORCA calculation (ωB97M-V/def2-TZVPD) on a 6-piece molecular cluster, C34H64NO19 overall in a non-equilibrium geometry.

The geometry in ORCA input format:
```
! wB97M-V def2-TZVPD RIJCOSX def2/J DEFGRID3
* xyz -1 1
C 1.294 -0.789 0.119
C 0.602 0.082 -0.776
C -0.065 1.327 -1.672
N -0.843 2.167 -0.688
C -1.371 3.454 -1.279
C -0.552 4.678 -0.484
C 0.954 4.154 -0.074
C 2.008 5.381 0.301
C 3.472 4.683 0.515
C 4.719 5.397 -0.267
O 4.371 6.101 -1.508
C 3.858 5.197 -2.548
C 4.969 4.189 -3.208
O -2.827 3.483 -0.989
C -3.375 4.844 -1.068
C -4.926 4.670 -1.668
C -1.236 3.562 -2.922
O -1.970 2.816 -3.794
O -0.303 4.563 -3.495
H 1.980 -1.166 1.021
H 0.844 1.860 -2.182
H -0.728 0.848 -2.536
H -1.667 1.658 -0.285
H -0.573 5.673 -1.099
H -1.100 4.923 0.547
H 0.960 3.374 0.822
H 1.412 3.598 -0.996
H 1.619 5.821 1.340
H 1.943 6.169 -0.560
H 3.436 3.512 0.298
H 3.714 4.769 1.681
H 5.512 4.535 -0.494
H 5.265 6.107 0.517
H 3.476 5.896 -3.437
H 2.936 4.547 -2.231
H 4.597 3.954 -4.315
H 4.904 3.144 -2.640
H 6.039 4.663 -3.192
H -2.835 5.561 -1.818
H -3.468 5.296 0.023
H -5.301 5.746 -1.990
H -4.889 4.032 -2.672
H -5.573 4.176 -0.826
C -1.741 -0.171 6.054
C -0.913 0.577 5.023
O -1.432 0.385 3.701
C -2.568 1.067 3.409
O -3.170 1.820 4.162
O -2.940 0.749 2.145
C -4.187 1.319 1.752
H -1.817 -1.231 5.791
H -1.294 -0.083 7.048
H -2.763 0.216 6.105
H 0.107 0.176 5.023
H -0.839 1.645 5.258
H -4.188 2.405 1.886
H -5.001 0.859 2.323
H -4.342 1.102 0.693
C -5.588 -1.757 4.006
C -6.946 -1.143 3.713
O -7.710 -1.968 2.824
C -8.241 -3.090 3.371
O -8.128 -3.446 4.536
O -8.895 -3.767 2.396
C -9.409 -5.028 2.818
H -5.052 -1.966 3.075
H -4.984 -1.086 4.622
H -5.685 -2.710 4.535
H -6.803 -0.181 3.207
H -7.509 -0.942 4.632
H -10.047 -4.923 3.701
H -8.581 -5.718 3.020
H -10.011 -5.441 2.005
C 0.631 -7.117 -0.539
C 0.262 -7.057 -2.012
O -0.702 -6.027 -2.265
C -0.226 -4.757 -2.246
O 0.933 -4.426 -2.040
O -1.263 -3.913 -2.466
C -0.914 -2.534 -2.362
H -0.266 -7.230 0.078
H 1.307 -7.953 -0.343
H 1.125 -6.196 -0.213
H -0.205 -8.005 -2.303
H 1.145 -6.925 -2.648
H -0.076 -2.285 -3.020
H -0.674 -2.290 -1.321
H -1.779 -1.940 -2.666
C -2.825 -10.177 -5.692
C -1.535 -9.393 -5.518
O -0.444 -10.257 -5.173
C 0.052 -11.013 -6.185
O -0.343 -11.014 -7.342
O 1.044 -11.790 -5.685
C 1.578 -12.716 -6.629
H -3.037 -10.773 -4.798
H -3.665 -9.503 -5.879
H -2.758 -10.878 -6.530
H -1.653 -8.688 -4.688
H -1.294 -8.804 -6.410
H 1.914 -12.208 -7.538
H 0.827 -13.478 -6.867
H 2.439 -13.210 -6.172
C 10.830 7.065 4.522
C 10.076 5.908 3.890
O 8.665 6.026 4.108
C 8.029 6.960 3.358
O 8.548 7.691 2.525
O 6.720 6.967 3.710
C 5.957 7.987 3.068
H 10.583 7.152 5.585
H 11.910 6.927 4.418
H 10.563 8.019 4.057
H 10.391 4.972 4.366
H 10.295 5.814 2.820
H 6.058 7.933 1.979
H 6.269 8.971 3.436
H 4.906 7.839 3.325
*
```

Calculated values
Lowest unoccupied orbital energy   1.86 eV
HOMO energy   -0.1720 hartree

(9)
ORCA calculation (ωB97M-V/def2-TZVPD) on an isolated molecule of C4H6F3NO in a non-equilibrium geometry.

The geometry in ORCA input format:
```
! wB97M-V def2-TZVPD RIJCOSX def2/J DEFGRID3
* xyz 0 1
C -0.766 0.946 -0.648
C 0.588 -0.806 -0.221
C 0.205 0.035 1.058
C -0.733 -0.625 2.043
N -0.566 -0.357 -1.074
O 1.336 0.464 1.717
F -1.671 -1.363 1.395
F -0.099 -1.468 2.893
F -1.430 0.228 2.764
H -1.674 1.493 -0.720
H 0.214 1.456 -0.720
H 1.441 -0.249 -0.609
H 0.857 -1.862 -0.208
H -1.282 -0.946 -0.841
H 1.159 1.212 2.271
*
```

Calculated values
Lowest unoccupied orbital energy   0.79 eV
Energy relative to the best compared isomer or geometry (same formula, charge and spin)   3.961 eV
HOMO energy   -0.2940 hartree